(1)
Computed, not measured: 2 unconnected molecules or ions with the total composition C3H3NO2, with ωB97M-V/def2-TZVPD.

```
9
Properties=species:S:1:pos:R:3:nbo_charge:R:1
O -1.826 1.529 0.159 -0.521
C -1.339 0.565 0.597 0.798
N -0.568 -0.291 0.907 -0.265
O -0.286 -1.405 1.633 -0.493
H 0.459 -1.221 2.311 0.495
C 1.315 0.592 -1.418 -0.252
C 0.511 -0.307 -1.374 -0.213
H 1.893 1.549 -1.406 0.250
H -0.161 -1.010 -1.408 0.201
```

Summary:
* structure (SMILES): O=C=NO.C#C
* ΔE to the lowest compared entry with this formula, charge and spin: 6.168 eV
* spin multiplicity: 1
* M: 85.06 g mol⁻¹
* Kohn-Sham gap: 9.9 eV
* E_tot: -8738.9628 eV
* lowest unoccupied orbital energy: 0.3 eV

---

(2)
Computed, not measured: a single C3H3NO2 molecule, with ωB97M-V/def2-TZVPD.

```
9
Properties=species:S:1:pos:R:3:nbo_charge:R:1
O -2.156 0.317 0.124 -0.471
C -1.012 0.100 -0.036 0.572
C -0.026 -0.965 -0.355 -0.396
N 1.060 -0.176 0.448 -0.110
O 1.337 0.864 -0.452 -0.357
C 0.271 1.008 0.519 0.045
H -0.195 -2.014 -0.041 0.244
H 0.365 -0.975 -1.476 0.260
H 0.357 1.840 1.268 0.212
```

Summary:
* structure (SMILES): O=C1CN2O[C@@H]12
* ΔE to the lowest compared entry with this formula, charge and spin: 4.956 eV
* spin multiplicity: 1
* M: 85.06 g mol⁻¹
* Kohn-Sham gap: 10.8 eV
* E_tot: -8740.1755 eV
* lowest unoccupied orbital energy: 0.8 eV

---

(3)
Computed, not measured: 2 unconnected molecules or ions with the total composition C3H3NO2, with ωB97M-V/def2-TZVPD.

```
9
Properties=species:S:1:pos:R:3:nbo_charge:R:1
O 1.538 -0.068 -0.071 -0.656
C 0.713 0.902 -0.375 0.612
C 0.898 2.112 -1.071 -0.101
O -0.518 0.939 -0.236 -0.561
C -1.562 -2.005 0.619 0.164
N -0.413 -2.031 0.662 -0.384
H 1.015 -0.832 0.263 0.524
H 0.960 2.953 -0.367 0.158
H -2.632 -1.970 0.577 0.244
```

Summary:
* ΔE to the lowest compared entry with this formula, charge and spin: 4.786 eV
* spin multiplicity: 1
* M: 85.06 g mol⁻¹
* Kohn-Sham gap: 9.2 eV
* E_tot: -8740.3453 eV
* lowest unoccupied orbital energy: -0.2 eV

---

(4)
Computed, not measured: a single C3H3NO2 molecule, with ωB97M-V/def2-TZVPD.

```
9
Properties=species:S:1:pos:R:3:nbo_charge:R:1
C 0.760 -1.036 0.098 -0.177
C 1.269 0.161 0.188 0.042
C -0.852 0.898 -0.108 0.219
N -1.164 -0.332 -0.167 0.122
O -2.133 -1.051 -0.321 -0.431
O 0.439 1.244 0.076 -0.440
H 0.911 -2.083 0.091 0.234
H 2.296 0.465 0.345 0.220
H -1.527 1.734 -0.202 0.211
```

Summary:
* ΔE to the lowest compared entry with this formula, charge and spin: 5.681 eV
* spin multiplicity: 1
* M: 85.06 g mol⁻¹
* Kohn-Sham gap: 9.1 eV
* E_tot: -8739.4503 eV
* lowest unoccupied orbital energy: 0.3 eV

---

(5)
Computed, not measured: a single C3H3NO2S molecule, with ωB97M-V/def2-TZVPD.

```
10
Properties=species:S:1:pos:R:3:nbo_charge:R:1
O 2.259 -0.442 -0.179 -0.548
C 1.128 -0.062 0.054 0.653
C -0.106 -0.870 0.109 -0.636
C -1.277 0.065 0.045 0.181
S -2.875 -0.085 -0.073 0.041
O -0.732 1.361 -0.006 -0.328
N 0.668 1.247 0.132 -0.343
H -0.198 -1.712 -0.636 0.292
H 0.008 -1.391 1.058 0.288
H 1.125 1.887 -0.504 0.400
```

Summary:
* structure (SMILES): O=C1CC(=S)ON1
* ΔE to the lowest compared entry with this formula, charge and spin: 2.849 eV
* spin multiplicity: 1
* M: 117.13 g mol⁻¹
* Kohn-Sham gap: 9.2 eV
* E_tot: -19577.9276 eV
* lowest unoccupied orbital energy: -0.3 eV

---

(6)
Computed, not measured: a single C3H3NO2S molecule, with ωB97M-V/def2-TZVPD.

```
10
Properties=species:S:1:pos:R:3:nbo_charge:R:1
C 1.124 0.875 1.919 0.312
C -0.749 0.337 0.608 -0.082
C 1.969 -0.030 -0.195 -0.272
N 1.897 0.143 1.118 -0.620
O 4.029 1.574 0.311 -0.883
O -0.056 1.102 1.478 -0.442
S 3.576 0.246 0.548 1.396
H -0.405 -0.677 0.440 0.166
H -1.834 0.678 0.458 0.191
H 1.441 0.551 -1.026 0.232
```

Summary:
* ΔE to the lowest compared entry with this formula, charge and spin: 9.201 eV
* spin multiplicity: 1
* M: 117.13 g mol⁻¹
* Kohn-Sham gap (alpha / beta): 7.5 / 8.1 eV
* E_tot: -19571.5752 eV
* lowest unoccupied orbital energy (alpha / beta): -1.0 / -0.4 eV

---

(7)
Computed, not measured: a single C3H3NO2S molecule, with ωB97M-V/def2-TZVPD.

```
10
Properties=species:S:1:pos:R:3:nbo_charge:R:1
O 0.252 2.128 0.258 -0.519
C 0.209 0.966 0.038 0.675
C 0.009 0.282 -1.289 -0.675
S -0.649 -1.346 -0.944 0.145
C -0.311 -1.194 0.918 0.609
O -0.441 -2.075 1.723 -0.553
N 0.025 0.070 1.073 -0.665
H 1.073 -0.060 -1.833 0.269
H -0.623 0.938 -1.999 0.276
H 0.455 0.290 2.056 0.438
```

Summary:
* structure (SMILES): O=C1CSC(=O)N1
* ΔE to the lowest compared entry with this formula, charge and spin: 0.947 eV
* spin multiplicity: 1
* M: 117.13 g mol⁻¹
* Kohn-Sham gap: 10.1 eV
* E_tot: -19579.8297 eV
* lowest unoccupied orbital energy: 0.4 eV

---

(8)
Computed, not measured: a single C3H3NO2S molecule, with ωB97M-V/def2-TZVPD.

```
10
Properties=species:S:1:pos:R:3:nbo_charge:R:1
O 2.121 -1.696 -0.117 -0.357
N 1.329 -0.801 -0.022 -0.072
C -0.343 -1.065 0.265 -0.116
C -1.115 0.055 -0.100 -0.340
C -0.725 1.347 0.152 0.118
O 0.569 1.556 0.618 -0.643
S 1.684 0.808 -0.284 0.769
H -0.347 -2.125 0.044 0.224
H -2.011 -0.261 -0.441 0.233
H -1.162 2.182 -0.116 0.182
```

Summary:
* structure (SMILES): [O-][N+]1=CC=COS1
* ΔE to the lowest compared entry with this formula, charge and spin: 7.463 eV
* spin multiplicity: 1
* M: 117.13 g mol⁻¹
* Kohn-Sham gap (alpha / beta): 6.7 / 8.3 eV
* E_tot: -19573.3131 eV
* lowest unoccupied orbital energy (alpha / beta): -1.1 / 0.0 eV

---

(9)
Computed, not measured: a single C3H3NO2S2 molecule, with ωB97M-V/def2-TZVPD.

```
11
Properties=species:S:1:pos:R:3:nbo_charge:R:1
O 0.618 1.743 1.928 -0.569
C 0.052 1.332 0.927 0.757
O -1.134 1.666 0.486 -0.631
C 0.979 0.306 0.067 -0.551
S 0.720 -1.508 0.845 0.311
C -0.413 -1.804 -0.416 -0.136
N -0.650 -1.150 -1.497 -0.575
S 0.287 0.218 -1.638 0.409
H -1.248 1.143 -0.303 0.489
H 1.972 0.680 -0.088 0.261
H -1.183 -2.625 -0.311 0.235
```

Summary:
* structure (SMILES): O=C(O)[C@H]1SC=NS1
* ΔE to the lowest compared entry with this formula, charge and spin: 0.972 eV
* spin multiplicity: 1
* M: 149.20 g mol⁻¹
* Kohn-Sham gap: 8.7 eV
* E_tot: -30413.9042 eV
* lowest unoccupied orbital energy: -0.2 eV

---

(10)
Computed, not measured: a single C3H3NO2S2 molecule, with ωB97M-V/def2-TZVPD.

```
11
Properties=species:S:1:pos:R:3:nbo_charge:R:1
O -2.158 1.304 0.572 -0.572
C -1.028 0.986 0.311 0.727
O 0.027 1.854 0.425 -0.328
N 1.201 1.221 -0.030 -0.281
C 0.856 -0.110 -0.274 0.008
S 2.141 -1.193 -0.758 0.074
C -0.470 -0.281 -0.169 -0.377
S -1.460 -1.683 -0.527 0.041
H 1.914 1.346 0.734 0.385
H 1.531 -2.301 -0.321 0.152
H -2.553 -1.143 0.037 0.172
```

Summary:
* structure (SMILES): O=c1o[nH]c(S)c1S
* ΔE to the lowest compared entry with this formula, charge and spin: 1.300 eV
* spin multiplicity: 1
* M: 149.20 g mol⁻¹
* Kohn-Sham gap: 9.1 eV
* E_tot: -30413.5757 eV
* lowest unoccupied orbital energy: 0.4 eV

---

(11)
Computed, not measured: a single C3H3NO3 molecule, with ωB97M-V/def2-TZVPD.

```
10
Properties=species:S:1:pos:R:3:nbo_charge:R:1
O -1.540 1.512 0.127 -0.546
C -1.847 0.359 0.218 0.643
O -0.971 -0.672 0.288 -0.475
C 0.335 -0.331 0.137 0.290
C 1.115 0.732 -0.053 0.001
O 2.196 -0.016 -0.498 -0.336
N 1.345 -1.287 -0.031 -0.294
H -2.865 -0.042 0.273 0.134
H 1.153 1.764 0.256 0.227
H 1.079 -2.019 -0.718 0.356
```

Summary:
* structure (SMILES): O=COc1co[nH]1
* ΔE to the lowest compared entry with this formula, charge and spin: 4.876 eV
* spin multiplicity: 1
* M: 101.06 g mol⁻¹
* Kohn-Sham gap: 9.4 eV
* E_tot: -10787.8245 eV
* lowest unoccupied orbital energy: 0.7 eV

---

(12)
Computed, not measured: a molecular structure, C3H3NO3, with ωB97M-V/def2-TZVPD.

```
10
Properties=species:S:1:pos:R:3:nbo_charge:R:1
C -0.420 0.101 0.751 -0.292
C 0.692 1.219 -0.416 0.730
O -1.515 -0.678 0.398 -0.697
N 1.195 0.451 -1.385 -0.612
C 0.609 -0.657 -1.101 0.922
O 0.845 2.314 -0.023 -0.498
O 0.458 -1.802 -1.250 -0.429
H -1.266 -1.611 0.371 0.476
H 0.233 -0.360 1.498 0.185
H -0.831 1.023 1.158 0.215
```

Summary:
* ΔE to the lowest compared entry with this formula, charge and spin: 3.459 eV
* spin multiplicity: 1
* M: 101.06 g mol⁻¹
* Kohn-Sham gap: 8.8 eV
* E_tot: -10789.2412 eV
* lowest unoccupied orbital energy: -0.4 eV